No. 1
# C5H10N

A gas-phase ion, C5H10N (charge +1) in a non-equilibrium geometry (the ωB97M-V functional and the def2-TZVPD basis, the Open Molecules 2025 dataset).

Last column: Mulliken charge in e.
Geometry (Å):
C  -0.17  -0.21  -2.00  -0.239
N  -1.00  0.24  -1.13  0.003
C  -0.57  0.60  0.21  0.791
C  -1.60  0.82  1.04  -0.865
C  0.88  0.47  0.57  -0.851
C  1.32  -0.98  0.83  -0.875
H  -0.49  -0.86  -2.80  0.295
H  0.86  0.13  -2.01  0.297
H  -1.99  0.20  -1.35  0.281
H  -1.47  0.88  2.11  0.288
H  -2.58  0.96  0.61  0.295
H  1.56  0.85  -0.18  0.321
H  1.00  1.06  1.48  0.328
H  0.87  -1.50  1.69  0.320
H  2.40  -1.07  0.97  0.340
H  1.00  -1.57  -0.04  0.270

Computed properties:
charge = +1
HOMO-LUMO gap = 8.9 eV
multiplicity = 1
HOMO energy = -14.53 eV
calculated total energy = -6828.9089 eV
SMILES string = C=[NH+]C(=C)CC



No. 2
# C22H43N2OP3Ti

A molecular structure, C22H43N2OP3Ti in a non-equilibrium geometry (the ωB97M-V functional and the def2-TZVPD basis, the Open Molecules 2025 dataset).

Last column: Mulliken charge in e.
Geometry (Å):
Ti  -1.08  -0.60  0.03  -1.066
P  -0.22  1.39  1.18  1.158
P  -3.06  0.75  -0.90  1.292
P  1.06  -1.86  0.52  1.362
H  -0.55  0.71  -2.52  0.405
C  -0.15  -0.17  -1.99  -0.127
C  -0.91  -1.37  -1.97  -0.949
H  -1.91  -1.41  -2.42  0.263
C  0.83  2.40  0.11  -1.128
C  -1.47  2.54  1.85  -1.012
C  0.78  1.11  2.68  -1.227
C  -4.04  0.12  -2.32  -1.361
C  -4.39  1.07  0.32  -1.146
C  -2.68  2.43  -1.55  -1.172
C  1.47  -3.37  -0.44  -1.467
C  1.23  -2.45  2.24  -1.259
C  2.64  -0.95  0.26  -1.139
H  0.94  -0.23  -2.04  0.394
H  -0.41  -2.34  -1.90  0.404
H  1.11  3.32  0.64  0.517
H  0.30  2.67  -0.82  0.304
H  1.74  1.86  -0.17  0.131
H  -0.97  3.16  2.61  0.533
H  -2.28  1.98  2.34  0.233
H  -1.91  3.17  1.07  0.300
H  0.80  2.07  3.23  0.591
H  1.80  0.79  2.44  0.295
H  0.32  0.35  3.33  0.377
H  -4.69  0.91  -2.71  0.479
H  -4.66  -0.73  -2.00  0.428
H  -3.38  -0.22  -3.12  0.452
H  -5.11  1.81  -0.07  0.461
H  -3.98  1.43  1.26  0.229
H  -4.92  0.13  0.53  0.417
H  -3.55  2.80  -2.11  0.513
H  -1.82  2.38  -2.23  0.345
H  -2.44  3.13  -0.75  0.238
H  2.47  -3.73  -0.15  0.508
H  1.48  -3.15  -1.51  0.461
H  0.73  -4.15  -0.25  0.422
H  2.18  -2.99  2.36  0.462
H  0.40  -3.11  2.48  0.421
H  1.21  -1.61  2.94  0.331
H  3.48  -1.66  0.28  0.697
H  2.81  -0.17  1.01  0.613
H  2.60  -0.47  -0.73  -0.234
C  4.84  2.22  -1.01  0.625
C  5.59  3.30  -1.51  -0.753
C  6.25  3.14  -2.73  -0.407
C  6.19  1.93  -3.42  -0.551
C  5.57  0.82  -2.83  -0.509
C  4.96  0.95  -1.58  -0.123
O  3.88  2.37  -0.05  -0.404
H  3.77  3.31  0.18  0.282
H  5.61  4.24  -0.95  0.371
H  6.82  3.98  -3.15  0.376
H  6.62  1.84  -4.41  0.403
H  5.56  -0.15  -3.33  0.381
H  4.54  0.10  -1.05  0.323
N  -2.56  -0.83  2.99  -0.144
C  -2.94  -1.93  2.27  0.465
C  -3.94  -2.79  2.75  -0.883
C  -4.23  -3.94  2.02  -0.440
C  -3.53  -4.16  0.82  -0.839
C  -2.62  -3.22  0.35  -0.431
N  -2.35  -2.09  1.05  0.538
H  -1.59  -0.52  2.92  -0.089
H  -3.03  -0.68  3.87  0.290
H  -4.43  -2.54  3.69  0.449
H  -4.99  -4.64  2.37  0.468
H  -3.71  -5.06  0.25  0.484
H  -2.07  -3.36  -0.58  0.372

Computed properties:
charge = +3
HOMO-LUMO gap (spin up / spin down) = 3.2 / 2.9 eV
multiplicity = 2
HOMO energy (spin up / spin down) = -14.47 / -14.47 eV
calculated total energy = -79495.1164 eV



No. 3
# C5H8O

2 unconnected molecules or ions with the total composition C5H8O (the ωB97M-V functional and the def2-TZVPD basis, the Open Molecules 2025 dataset).

Last column: Mulliken charge in e.
Geometry (Å):
C  -0.35  -1.75  -1.18  -0.491
C  0.46  -0.85  -0.67  0.377
C  0.78  0.20  0.03  -0.117
C  2.01  0.98  0.41  -1.083
H  -0.63  -2.64  -0.63  0.249
H  -0.84  -1.59  -2.14  0.248
H  -0.12  0.65  0.46  -0.089
H  2.06  1.03  1.50  0.280
H  2.94  0.56  0.03  0.323
H  1.91  2.01  0.05  0.274
C  -2.05  0.36  0.54  -0.158
O  -2.33  -0.62  -0.10  -0.391
H  -2.03  1.37  0.10  0.287
H  -1.81  0.29  1.62  0.291

Computed properties:
charge = 0
HOMO-LUMO gap = 10.2 eV
multiplicity = 1
HOMO energy = -9.41 eV
calculated total energy = -7358.8390 eV
SMILES string = C=C=CC.C=O



No. 4
# CH2BrN3

CH2BrN3 in the gas phase in a non-equilibrium geometry (the ωB97M-V functional and the def2-TZVPD basis, the Open Molecules 2025 dataset).

Last column: Mulliken charge in e.
Geometry (Å):
N  0.77  -2.23  0.36  -0.356
C  0.62  -1.20  -0.08  0.531
N  0.32  -0.03  -0.52  -0.352
N  -1.11  0.38  0.00  -0.378
Br  1.69  1.37  0.05  0.000
H  -1.39  0.95  -0.77  0.263
H  -0.91  0.76  0.97  0.291

Computed properties:
charge = 0
HOMO-LUMO gap = 8.8 eV
multiplicity = 1
HOMO energy = -10.46 eV
calculated total energy = -75578.7140 eV
SMILES string = N#CN(N)Br



No. 5
# C35H27N4PSSe3TeV

A molecular structure, C35H27N4PSSe3TeV in a non-equilibrium geometry (the ωB97M-V functional and the def2-TZVPD basis, the Open Molecules 2025 dataset).

Last column: Mulliken charge in e.
Geometry (Å):
V  1.01  0.55  1.12  -0.835
Se  1.28  0.27  3.65  -0.120
Se  3.28  1.21  4.49  -0.296
Te  4.76  0.59  2.56  -0.150
Se  3.34  1.80  0.91  0.039
C  -2.40  -0.78  -4.22  -0.450
C  -1.09  -1.21  -4.40  -0.765
C  -0.09  -0.77  -3.55  -0.116
C  -0.38  0.11  -2.52  0.448
C  -1.69  0.54  -2.34  -0.530
C  -2.69  0.10  -3.18  -0.771
P  0.88  0.71  -1.35  2.230
C  2.40  -0.11  -1.86  -0.198
C  2.51  -1.49  -1.27  -0.183
C  3.87  -2.22  -1.43  -0.002
C  4.95  -1.42  -2.08  -1.133
C  4.75  -0.18  -2.53  -0.688
C  3.46  0.49  -2.41  -0.121
C  0.93  2.49  -1.59  -0.308
C  1.02  3.07  -2.83  -0.307
C  1.01  4.47  -2.96  -0.993
C  0.89  5.25  -1.85  -0.781
C  0.76  4.68  -0.56  0.974
C  0.57  5.49  0.58  -0.927
C  0.39  4.90  1.80  -0.953
C  0.41  3.50  1.94  -0.551
C  0.64  2.66  0.88  0.409
C  0.78  3.27  -0.41  -0.006
H  -3.18  -1.13  -4.88  0.365
H  -0.85  -1.90  -5.20  0.410
H  0.94  -1.09  -3.72  0.353
H  -1.93  1.21  -1.51  0.392
H  -3.71  0.44  -3.03  0.414
H  1.66  -2.11  -1.57  0.529
H  3.79  -3.20  -1.92  0.440
H  5.93  -1.88  -2.18  0.390
H  5.57  0.37  -2.98  0.397
H  3.38  1.52  -2.73  0.339
H  1.08  2.44  -3.71  0.515
H  1.09  4.92  -3.95  0.406
H  0.87  6.33  -1.94  0.373
H  0.57  6.57  0.47  0.354
H  0.24  5.52  2.68  0.396
H  0.29  3.07  2.93  0.365
S  -1.41  0.66  1.38  -0.498
C  -1.69  -1.04  1.67  0.175
N  -2.79  -1.60  2.03  -0.542
N  -3.83  -0.78  2.20  0.296
C  -5.02  -1.26  2.72  0.424
C  -6.08  -0.37  2.91  -0.473
C  -7.28  -0.82  3.42  -0.453
C  -7.46  -2.16  3.74  -0.540
C  -6.40  -3.04  3.55  -0.499
C  -5.19  -2.60  3.05  -0.324
N  -0.65  -1.96  1.51  -1.230
N  0.43  -1.41  1.20  1.726
C  1.58  -2.22  1.02  -1.181
C  1.66  -3.49  1.45  -0.059
C  2.88  -4.27  1.23  -0.698
C  3.95  -3.76  0.63  -1.207
C  3.98  -2.36  0.12  0.145
C  2.67  -1.54  0.29  2.788
H  -3.65  0.22  2.20  0.294
H  -5.95  0.68  2.65  0.351
H  -8.09  -0.11  3.56  0.335
H  -8.40  -2.51  4.14  0.359
H  -6.52  -4.08  3.80  0.339
H  -4.36  -3.29  2.91  0.396
H  0.83  -3.92  1.97  0.505
H  2.89  -5.30  1.59  0.379
H  4.84  -4.36  0.50  0.433
H  4.86  -1.83  0.52  0.480
H  2.94  -0.53  0.68  -2.075

Computed properties:
charge = -1
HOMO-LUMO gap (spin up / spin down) = 5.5 / 5.4 eV
multiplicity = 3
HOMO energy (spin up / spin down) = -4.08 / -4.13 eV
calculated total energy = -291839.1248 eV



No. 6
# C3H4NP

C3H4NP in the gas phase in a non-equilibrium geometry (the ωB97M-V functional and the def2-TZVPD basis, the Open Molecules 2025 dataset).

Last column: Mulliken charge in e.
Geometry (Å):
C  0.90  0.70  -0.38  0.017
C  1.15  -0.52  0.05  -0.561
C  -1.41  0.46  -0.47  -0.010
N  -0.40  1.23  -0.46  -0.528
P  -1.14  -1.38  -0.45  -0.045
H  1.81  1.33  -0.51  0.314
H  1.99  -1.23  0.00  0.314
H  -2.42  0.70  -0.55  0.429
H  -1.81  -1.62  0.90  0.070

Computed properties:
charge = 0
HOMO-LUMO gap = 9.0 eV
multiplicity = 1
HOMO energy = -9.11 eV
calculated total energy = -13950.7294 eV



Energy relative to the best compared isomer or geometry (same formula, charge and spin)
In order: 1.293; 1.044; 3.416; 3.447; 1.307; 2.614
Unit: eV